[1]
{"formula": "C43H32NO5P2SW", "method": "the ωB97M-V functional and the def2-TZVPD basis", "elements": ["W", "O", "C", "O", "C", "C", "C", "C", "C", "N", "C", "O", "O", "H", "H", "H", "H", "O", "S", "C", "C", "C", "C", "C", "C", "P", "C", "C", "C", "C", "C", "C", "C", "C", "C", "C", "C", "C", "C", "C", "C", "C", "C", "C", "P", "C", "C", "C", "C", "C", "C", "C", "C", "C", "C", "C", "C", "H", "H", "H", "H", "H", "H", "H", "H", "H", "H", "H", "H", "H", "H", "H", "H", "H", "H", "H", "H", "H", "H", "H", "H", "H", "H", "H", "H"], "positions_angstrom": [[-0.0557, 0.2333, 0.0632], [-2.1921, 3.7258, -1.1491], [-1.6664, 2.7291, -0.5188], [-1.1851, 1.7355, -1.0827], [-1.6622, 2.7636, 0.9496], [-2.2257, 3.7070, 1.7800], [-2.1280, 3.4992, 3.1583], [-1.4789, 2.3757, 3.6451], [-0.9327, 1.4812, 2.7334], [-1.0279, 1.6849, 1.4307], [-0.2069, 0.2035, 3.0906], [-0.0921, -0.1416, 4.2310], [0.2178, -0.4509, 2.0299], [-2.1161, 3.6345, -2.1163], [-2.7307, 4.5734, 1.3747], [-2.5666, 4.2165, 3.8396], [-1.3878, 2.1651, 4.7029], [0.8628, 1.9271, -2.8723], [0.8122, 0.5603, -2.3665], [-0.1827, -0.4333, -3.4485], [-0.3921, -0.0852, -4.7693], [-1.0505, -1.0028, -5.5822], [-1.4610, -2.2320, -5.0777], [-1.2612, -2.5559, -3.7395], [-0.6371, -1.6304, -2.9125], [-0.5373, -1.8069, -1.1238], [-0.4363, -3.5144, -0.6253], [0.8250, -4.1139, -0.5632], [0.9296, -5.4561, -0.2426], [-0.2189, -6.1964, 0.0145], [-1.4729, -5.6024, -0.0517], [-1.5903, -4.2602, -0.3758], [-2.0545, -1.0668, -0.4986], [-3.1009, -0.4305, -1.2078], [-4.1665, 0.0768, -0.5110], [-4.2210, -0.0193, 0.8953], [-3.2272, -0.6592, 1.6015], [-2.1512, -1.2185, 0.8987], [2.4065, -0.2171, -2.5639], [2.9432, -0.4195, -3.8240], [4.2192, -0.9582, -3.9226], [4.9351, -1.2894, -2.7784], [4.3935, -1.0742, -1.5172], [3.1230, -0.5197, -1.4082], [2.3305, -0.2222, 0.1733], [3.1267, -1.1307, 1.4731], [2.5955, -2.3410, 1.9204], [3.2791, -3.0637, 2.8818], [4.4797, -2.5842, 3.3923], [5.0068, -1.3777, 2.9478], [4.3329, -0.6439, 1.9860], [2.2947, 1.5510, 0.5380], [2.5833, 2.5299, -0.4359], [2.6362, 3.8626, -0.0803], [2.4312, 4.2400, 1.2446], [2.1904, 3.2835, 2.2266], [2.1316, 1.9471, 1.8835], [-0.0411, 0.8648, -5.1528], [-1.2285, -0.7631, -6.6220], [-1.9558, -2.9392, -5.7297], [-1.6050, -3.5036, -3.3438], [1.7211, -3.5355, -0.7673], [1.9013, -5.9284, -0.1940], [-0.1365, -7.2453, 0.2660], [-2.3607, -6.1870, 0.1473], [-2.5705, -3.8018, -0.4304], [-3.0559, -0.3585, -2.2878], [-4.9911, 0.5354, -1.0412], [-5.0835, 0.3802, 1.4140], [-3.2970, -0.7909, 2.6738], [-1.4736, -1.8924, 1.4057], [2.3853, -0.1683, -4.7166], [4.6531, -1.1275, -4.8987], [5.9240, -1.7182, -2.8691], [4.9527, -1.3370, -0.6285], [1.6492, -2.7032, 1.5388], [2.8711, -3.9971, 3.2448], [5.0049, -3.1512, 4.1491], [5.9391, -1.0083, 3.3523], [4.7411, 0.3009, 1.6442], [2.7934, 2.2538, -1.4585], [2.8678, 4.6091, -0.8277], [2.4943, 5.2856, 1.5179], [2.0884, 3.5792, 3.2625], [2.0194, 1.1953, 2.6538]], "forces_ev_per_angstrom": [[0.7, 1.0, -0.2], [0.0, 0.0, 0.1], [0.0, -0.1, -0.2], [0.2, 0.0, 0.2], [0.0, 0.0, 0.2], [0.0, 0.0, -0.1], [0.0, 0.0, 0.1], [0.0, 0.0, 0.0], [0.0, 0.0, 0.0], [0.1, -0.4, -0.3], [-0.1, -0.1, 0.1], [0.1, 0.0, 0.0], [-0.1, -0.1, -0.4], [0.0, 0.0, 0.0], [0.0, 0.0, 0.0], [0.0, 0.0, 0.0], [0.0, 0.0, 0.0], [0.0, 0.1, -0.1], [0.0, -0.2, -0.1], [0.0, -0.1, 0.1], [0.0, 0.0, 0.0], [0.0, 0.0, 0.0], [0.0, 0.0, 0.0], [0.0, 0.0, 0.0], [0.1, -0.1, 0.0], [-0.6, 0.0, 0.1], [0.2, 0.0, -0.1], [0.0, 0.0, 0.0], [0.0, 0.0, 0.0], [0.0, 0.0, 0.0], [0.0, 0.0, 0.0], [0.0, 0.0, 0.0], [0.1, -0.3, 0.4], [0.1, 0.1, -0.1], [0.0, 0.0, 0.0], [0.0, 0.0, 0.0], [-0.1, 0.0, -0.1], [-0.4, -0.1, 0.1], [0.0, 0.0, 0.1], [0.0, 0.0, 0.0], [0.0, 0.0, 0.0], [0.0, 0.0, 0.0], [0.0, 0.0, 0.0], [-0.1, 0.0, 0.0], [0.0, -0.1, 0.0], [0.0, -0.1, 0.0], [0.0, 0.0, 0.0], [0.0, 0.0, 0.0], [0.0, 0.0, 0.0], [0.0, 0.0, 0.0], [0.0, 0.0, 0.0], [0.0, 0.0, 0.1], [-0.1, 0.0, 0.0], [0.0, 0.0, 0.0], [0.0, 0.0, 0.0], [0.0, 0.0, 0.0], [0.0, 0.0, 0.0], [0.0, 0.0, 0.0], [0.0, 0.0, 0.0], [0.0, 0.0, 0.0], [0.0, 0.0, 0.0], [0.0, 0.0, 0.0], [0.0, 0.0, 0.0], [0.0, 0.0, 0.0], [0.0, 0.0, 0.0], [0.0, 0.0, 0.0], [0.0, 0.0, 0.0], [0.0, 0.0, 0.0], [0.0, 0.0, 0.0], [0.0, 0.0, 0.0], [0.0, 0.1, 0.1], [0.0, 0.0, 0.0], [0.0, 0.0, 0.0], [0.0, 0.0, 0.0], [0.0, 0.0, 0.0], [0.0, 0.0, 0.1], [0.0, 0.0, 0.0], [0.0, 0.0, 0.0], [0.0, 0.0, 0.0], [0.0, 0.0, 0.0], [0.0, 0.0, 0.0], [0.0, 0.0, 0.0], [0.0, 0.0, 0.0], [0.0, 0.0, 0.0], [0.0, 0.0, 0.0]], "homo_ev": -16.27, "total_charge": 3, "total_energy_ha": -3235.8965}

***

[2]
{"formula": "C43H33BrMoN12O5S2", "method": "the ωB97M-V functional and the def2-TZVPD basis", "elements": ["Mo", "C", "C", "N", "N", "C", "N", "S", "C", "C", "C", "C", "C", "N", "H", "H", "H", "H", "H", "H", "H", "H", "H", "Br", "C", "C", "C", "C", "C", "C", "N", "N", "C", "C", "C", "C", "O", "C", "N", "C", "C", "C", "C", "H", "H", "H", "H", "H", "H", "H", "H", "H", "S", "C", "N", "N", "C", "C", "C", "C", "C", "C", "N", "N", "C", "C", "C", "C", "C", "C", "H", "H", "H", "H", "H", "H", "H", "H", "H", "H", "H", "O", "C", "O", "C", "C", "C", "C", "C", "C", "N", "O", "O", "H", "H", "H", "H"], "positions_angstrom": [[0.3229, 0.7738, -0.0961], [4.7050, 1.8724, -1.0159], [3.2182, 1.8200, -0.8774], [2.5937, 1.0870, -0.0283], [3.3692, 0.3387, 0.8337], [2.7393, 0.1774, 1.9625], [3.3555, -0.5055, 2.9540], [1.1485, 0.7867, 2.2602], [2.3724, 2.6933, -1.6974], [2.8733, 3.5902, -2.6263], [1.9809, 4.4247, -3.2858], [0.6358, 4.3345, -2.9932], [0.2164, 3.3971, -2.0592], [1.0635, 2.5993, -1.4264], [5.1761, 1.1321, -0.3797], [5.0697, 2.8651, -0.7427], [4.9873, 1.6953, -2.0559], [4.3476, -0.6537, 2.8769], [2.9359, -0.5240, 3.8653], [3.9327, 3.6447, -2.8300], [2.3401, 5.1332, -4.0203], [-0.0958, 4.9614, -3.4820], [-0.8310, 3.2660, -1.8259], [-1.0107, -2.9370, 8.7802], [-0.8357, -3.8766, 7.1449], [-1.7932, -4.8121, 6.7896], [-1.6538, -5.5052, 5.5968], [-0.5858, -5.2265, 4.7576], [0.3827, -4.3004, 5.1298], [0.2582, -3.6247, 6.3314], [-0.4274, -6.0219, 3.5723], [-0.3568, -5.5113, 2.4491], [-0.5685, -4.1207, 2.2169], [-1.6358, -3.4023, 2.7090], [-1.8567, -2.0656, 2.3581], [-0.9815, -1.4174, 1.5014], [-1.0947, -0.1781, 1.1370], [0.1123, -2.1602, 0.9706], [0.9037, -1.4708, 0.1080], [1.9058, -2.1026, -0.4578], [2.1931, -3.4547, -0.1992], [1.4097, -4.1595, 0.6710], [0.3187, -3.5114, 1.2905], [-2.6323, -5.0069, 7.4425], [-2.3750, -6.2594, 5.3106], [1.2233, -4.1031, 4.4773], [1.0021, -2.9018, 6.6366], [-2.3391, -3.8755, 3.3807], [-2.7087, -1.5306, 2.7545], [2.5004, -1.5344, -1.1514], [3.0314, -3.9151, -0.7030], [1.6011, -5.2024, 0.8851], [-1.6532, 0.6084, -1.4521], [-2.6546, 1.5363, -0.3905], [-3.9838, 1.5989, -0.4614], [-4.5306, 0.8022, -1.3400], [-5.9113, 0.7841, -1.5459], [-6.7578, 1.6366, -0.8419], [-8.1205, 1.5844, -1.0852], [-8.6475, 0.7009, -2.0154], [-7.7949, -0.1453, -2.7131], [-6.4318, -0.1083, -2.4830], [-2.1229, 2.3553, 0.5151], [-0.8222, 2.3580, 0.5969], [-0.3833, 3.3755, 1.5145], [-1.1823, 3.7460, 2.5936], [-0.7501, 4.7311, 3.4652], [0.4702, 5.3613, 3.2716], [1.2700, 4.9820, 2.2045], [0.8536, 3.9870, 1.3359], [-3.9452, 0.1590, -1.8684], [-6.3414, 2.3229, -0.1200], [-8.7783, 2.2466, -0.5369], [-9.7134, 0.6708, -2.1969], [-8.1922, -0.8396, -3.4417], [-5.7642, -0.7669, -3.0263], [-2.1311, 3.2541, 2.7437], [-1.3751, 5.0034, 4.3058], [0.7991, 6.1356, 3.9523], [2.2307, 5.4556, 2.0480], [1.5013, 3.6797, 0.5317], [0.1087, 1.0702, -3.8073], [0.9579, 0.3918, -3.2593], [1.0296, 0.0933, -1.9980], [2.0425, -0.2385, -4.1045], [3.3148, -0.4777, -3.5958], [4.3126, -0.9937, -4.4060], [4.0007, -1.2764, -5.7244], [2.7453, -1.0491, -6.2607], [1.7688, -0.5117, -5.4392], [5.0535, -1.8324, -6.5948], [6.1483, -2.0248, -6.1037], [4.7580, -2.0943, -7.7427], [3.5309, -0.2418, -2.5636], [5.3110, -1.1767, -4.0384], [2.5538, -1.2831, -7.2967], [0.7831, -0.2921, -5.8254]], "forces_ev_per_angstrom": [[-0.2, -0.6, 0.3], [0.0, 0.0, 0.0], [0.1, -0.1, 0.0], [0.4, 0.0, 0.2], [0.0, 0.1, 0.0], [-0.1, 0.1, 0.0], [0.1, 0.0, 0.0], [0.0, 0.0, 0.4], [-0.1, 0.0, 0.0], [0.0, 0.0, 0.0], [0.0, 0.0, 0.0], [0.0, 0.0, 0.0], [0.0, -0.1, -0.1], [0.2, 0.3, -0.3], [0.0, 0.0, 0.0], [0.0, 0.0, 0.0], [0.0, 0.0, 0.0], [0.0, 0.0, 0.0], [0.0, 0.0, 0.0], [0.0, 0.0, 0.0], [0.0, 0.0, 0.0], [0.0, 0.0, 0.0], [0.0, 0.0, 0.0], [0.0, 0.0, 0.0], [0.0, 0.0, 0.0], [0.0, 0.0, 0.0], [0.1, 0.0, 0.1], [0.0, 0.0, -0.1], [-0.1, 0.0, 0.0], [0.0, 0.0, 0.0], [0.0, -0.1, 0.1], [0.0, -0.1, -0.1], [0.0, 0.0, 0.0], [0.1, 0.0, 0.0], [0.0, 0.0, -0.1], [0.1, -0.2, 0.0], [0.0, 0.1, -0.1], [-0.1, 0.0, 0.0], [0.3, -0.1, -0.2], [0.0, -0.1, 0.1], [0.0, 0.0, 0.0], [0.0, 0.0, 0.0], [-0.1, 0.1, 0.0], [0.0, 0.0, 0.0], [0.0, 0.0, 0.0], [0.0, 0.0, 0.0], [0.0, 0.0, 0.0], [0.0, -0.1, 0.0], [0.0, 0.0, 0.0], [0.1, 0.1, -0.1], [0.0, 0.0, 0.0], [0.0, 0.0, 0.0], [-0.3, -0.1, -0.3], [-0.2, -0.2, -0.1], [0.2, 0.0, 0.1], [-0.1, -0.1, -0.1], [-0.1, 0.0, 0.0], [0.0, 0.0, 0.0], [0.0, 0.0, 0.0], [0.0, -0.1, -0.1], [0.0, 0.0, 0.0], [0.1, 0.0, 0.1], [0.4, 0.3, 0.2], [-0.7, 0.5, 0.1], [0.2, 0.1, 0.1], [0.0, 0.0, -0.1], [0.0, 0.0, 0.0], [0.0, 0.0, 0.0], [0.0, 0.0, 0.0], [0.0, -0.1, 0.0], [0.0, 0.0, 0.0], [0.0, 0.0, 0.0], [0.0, 0.0, 0.0], [0.0, 0.0, 0.0], [0.0, 0.0, 0.0], [0.0, 0.0, 0.0], [0.0, 0.0, 0.0], [0.0, 0.0, 0.0], [0.0, 0.0, 0.0], [0.0, 0.0, 0.0], [0.0, 0.0, 0.0], [0.1, 0.1, 0.0], [-0.4, -0.3, 0.0], [0.2, -0.1, -0.3], [0.1, 0.1, 0.0], [0.0, 0.0, 0.0], [-0.1, 0.0, -0.1], [0.0, 0.1, 0.0], [0.0, 0.0, 0.1], [0.0, 0.0, -0.1], [0.0, -0.3, 0.0], [0.0, 0.1, 0.0], [0.0, 0.1, 0.0], [0.0, 0.0, 0.1], [0.0, 0.0, 0.0], [0.0, 0.0, 0.0], [0.0, 0.0, 0.0]], "homo_ev": [-6.88, -7.45], "multiplicity": 3, "e_above_lowest_kj_mol": 54.9, "total_energy_ha": -6130.2047}